# 1
The following is a quantum chemistry calculation of a structure of composition C44H91AlFIN6O9S2Si2, from the OMol25 dataset.

As for the total charge: 0. Its HOMO energy is -4.911 eV. The value obtained for the orbital gap is 0.0750 Eh.

Each line ends with the Mulliken charge.
Atoms and positions in Å:
C: 0.991 5.380 -9.135  -0.84
O: 6.939 2.443 3.659  -0.97
H: 0.936 2.190 -4.907  0.27
H: -0.759 5.752 -6.422  0.37
H: -4.984 -2.014 -1.790  -0.08
O: 5.147 1.395 5.895  -0.34
H: 4.385 3.328 -8.712  0.28
N: -1.658 -0.221 4.021  2.32
C: -4.436 -5.005 1.174  -1.18
H: 1.512 1.199 5.221  0.16
H: 3.456 -6.143 5.056  0.33
H: 6.805 3.199 5.459  0.40
H: -4.736 -4.519 2.108  0.49
C: -0.003 6.047 -5.691  -1.03
H: -1.164 1.832 4.022  0.84
C: -1.197 -0.310 5.328  -1.01
I: -3.788 0.851 6.193  0.28
C: -0.112 -2.294 6.101  -0.95
C: 1.637 1.885 -12.734  -0.34
H: 2.938 -0.123 2.907  0.21
C: -2.172 -4.721 2.367  -1.25
H: 4.000 0.196 -0.467  0.34
N: -1.883 0.121 6.373  -0.33
C: -6.001 -1.735 -1.520  -0.17
H: -0.205 -4.149 1.759  0.62
H: 3.755 -3.399 6.397  0.37
H: 1.806 0.877 -12.393  0.40
H: 6.113 2.721 3.252  0.14
H: -3.579 1.572 -1.522  0.39
C: -4.078 0.625 -1.314  -0.59
C: 2.292 5.003 -3.785  -0.66
C: -1.315 -2.344 1.757  0.32
C: -3.041 1.662 3.015  -0.37
C: -2.681 -1.220 3.656  -1.89
C: 3.346 0.421 0.379  -1.24
S: 3.521 2.172 3.222  -0.02
O: 1.162 0.762 -0.706  -0.33
C: 1.933 1.635 -1.514  0.24
C: -5.240 -4.371 0.016  -0.05
H: -2.790 0.491 9.367  0.44
H: 1.625 5.147 -2.922  0.34
H: -7.276 -3.666 0.066  0.41
C: -3.766 -3.050 -4.232  -0.62
C: 3.552 -4.469 6.445  -0.40
C: 1.283 2.407 -8.521  -0.84
C: 1.949 -0.119 0.074  1.06
N: 2.334 4.454 -6.619  0.13
C: 2.666 2.359 1.649  0.05
H: 2.407 1.068 -2.326  0.23
C: -2.904 -4.923 1.030  -0.52
H: -3.449 -2.372 2.078  -0.45
C: -6.182 -0.272 -1.949  -0.81
C: -1.285 0.065 7.726  0.00
C: -1.677 1.110 3.389  -0.34
H: -4.706 -6.059 1.269  0.41
H: -5.782 -5.193 -0.457  0.46
C: 2.419 2.571 -13.624  -0.65
C: 3.595 -5.061 5.048  -0.98
Si: 2.073 4.101 -8.251  0.00
H: 1.342 2.126 -9.576  0.18
O: -3.785 1.257 2.200  -0.34
H: 3.656 -6.952 7.695  0.27
H: -2.824 -0.848 1.524  0.18
H: -3.326 -0.167 -1.210  0.19
C: 0.576 2.750 -12.350  -0.20
H: 0.665 -2.473 6.843  0.40
H: 3.664 0.139 4.467  0.44
H: -2.523 -2.094 4.300  0.50
H: -6.825 -0.233 -2.831  0.33
H: -1.266 -0.966 8.078  0.34
C: -1.016 -3.716 2.356  0.02
H: -6.743 -2.403 -1.962  0.62
H: 1.856 -1.401 4.902  0.84
H: -3.702 -0.887 3.870  0.29
H: 0.934 1.118 3.536  -0.50
N: 1.874 3.814 -13.790  0.02
H: 3.599 3.855 -10.208  0.24
H: -1.393 -2.458 0.673  0.80
N: 3.354 1.873 0.541  0.23
H: 2.923 5.895 -3.876  0.20
H: 2.879 -6.255 9.116  0.31
H: -2.540 -5.856 0.594  0.69
Si: 1.261 4.597 -5.402  -0.01
H: 2.631 3.500 -0.607  0.57
O: 2.283 -4.577 7.079  -0.36
H: -4.575 -3.982 -0.754  -0.08
O: -1.746 2.110 8.830  -0.41
H: -0.621 -3.653 3.374  -0.60
H: -4.028 -3.719 -5.056  0.28
O: -3.816 -3.732 -2.979  -0.43
O: 6.099 4.563 6.837  -0.56
H: 3.802 -0.084 1.227  0.57
C: -6.307 -3.350 0.465  -1.35
H: -1.090 -2.462 6.547  0.57
C: 3.726 4.083 -9.145  -0.96
C: 2.946 0.556 3.762  -0.66
H: -0.233 3.156 -3.999  0.36
H: -4.490 -2.240 -4.187  0.22
H: 0.443 6.967 -6.087  0.21
H: 2.813 -4.628 4.422  0.14
H: 1.233 2.317 -1.997  -0.11
C: 5.964 3.778 5.909  0.14
H: 4.217 5.056 -9.063  0.27
H: 3.860 2.522 -1.346  0.37
C: 1.521 0.608 4.301  0.37
H: 2.212 -7.712 8.357  0.40
H: 1.336 6.394 -8.917  0.28
H: 4.344 2.541 7.360  0.25
C: -2.021 0.956 8.727  -0.55
H: 4.332 -4.908 7.074  0.35
H: 2.059 -1.076 -0.457  0.47
H: 0.048 -2.953 5.251  -0.19
H: -0.491 2.870 -5.716  0.35
H: -6.947 -1.312 0.378  0.46
H: -2.881 -4.461 3.160  0.32
H: 4.562 -4.855 4.589  0.41
C: -6.106 -1.908 0.007  0.24
H: 0.663 -1.272 3.628  -0.01
C: 1.011 -0.801 4.551  -0.87
H: 2.245 4.533 -14.383  0.19
H: 6.040 1.965 7.609  0.31
H: 1.804 1.644 -7.938  0.33
C: 2.953 2.472 -0.731  -1.22
C: 5.237 2.113 6.865  -0.31
H: -4.603 0.719 -0.357  0.22
H: -0.061 5.303 -8.844  0.29
H: -0.274 0.468 7.645  0.34
H: -6.678 0.325 -1.172  0.39
H: -2.776 -2.629 -4.418  0.27
C: 2.692 -6.752 8.164  -1.17
H: 1.036 5.234 -10.219  0.19
C: 0.750 3.932 -13.018  -0.72
H: -0.476 -1.659 1.909  -1.28
C: -2.613 -1.675 2.204  1.31
H: 3.314 2.281 -14.149  0.41
O: -4.979 0.342 -2.367  -0.47
H: -2.665 -4.125 0.322  0.11
F: -3.331 2.784 3.712  -0.28
H: 0.227 2.394 -8.238  0.28
H: -5.202 -1.475 0.456  -0.43
H: -6.391 -3.350 1.556  0.50
N: 0.014 -0.873 5.631  0.28
H: -0.220 2.530 -11.658  0.48
H: 5.119 3.870 5.197  0.01
Al: 1.947 7.182 -4.536  0.07
H: -0.550 6.322 -4.775  0.37
H: 1.404 -0.334 1.001  -1.01
H: -3.177 -4.450 -3.018  0.28
C: 1.800 -5.895 7.284  -0.29
H: -1.725 -5.674 2.661  0.61
S: 1.250 3.182 1.604  -0.23
H: 1.618 -6.391 6.324  0.33
C: 0.277 3.057 -4.964  -0.99
H: 0.175 4.842 -13.008  0.45
H: -1.100 1.063 2.460  0.17
H: 2.981 4.191 -3.558  0.31
H: 0.827 -5.769 7.763  0.33

# 2
The following is a quantum chemistry calculation of a structure of composition C31H17F5N6OS2Ti, from the OMol25 dataset.

As for the total charge: -2. Its HOMO energy (alpha / beta) is -0.437 / -0.442 eV. The value obtained for the orbital gap (alpha / beta) is 0.1630 / 0.1632 Eh.

Each line ends with the natural charge from an NBO analysis.
Atoms and positions in Å:
C: -1.093 -5.395 -2.304  0.31
H: -1.730 1.739 3.732  0.19
C: 2.955 -1.611 4.890  -0.22
C: -1.173 0.717 1.929  0.05
C: -1.646 3.090 -2.097  -0.09
C: -3.645 -4.255 -2.498  0.31
C: 0.984 -0.090 -2.072  -0.42
H: -1.608 -3.515 0.895  0.22
H: 2.683 -2.161 5.781  0.21
H: 1.255 -2.298 3.747  0.25
C: 2.026 0.759 -1.770  0.35
C: -1.476 4.376 -1.583  -0.13
C: -2.560 -3.493 -1.964  -0.31
C: -1.187 1.930 2.804  -0.64
C: -1.317 -4.053 -1.876  -0.32
C: -1.479 1.885 -1.245  0.51
F: 3.959 2.061 -2.310  -0.32
C: 1.694 -1.059 1.465  0.35
H: -1.161 -0.265 4.529  0.20
C: -1.269 -0.600 2.387  0.10
F: 3.724 1.309 -4.925  -0.32
C: 2.953 1.238 -2.684  0.22
Ti: -0.749 -0.811 -0.669  1.07
F: -0.103 -1.182 -3.870  -0.32
C: 4.092 -0.813 4.881  -0.22
H: 5.323 0.534 3.747  0.21
C: -1.589 -3.279 3.028  -0.39
F: 2.216 1.211 -0.492  -0.35
N: -4.527 -4.870 -2.918  -0.40
H: -2.354 3.908 -5.309  0.20
C: 2.158 -1.701 3.761  -0.18
C: -1.947 5.322 -3.746  -0.24
O: -1.550 0.736 -1.810  -0.68
C: 4.440 -0.092 3.745  -0.22
H: -1.666 2.756 2.283  0.24
C: 3.657 -0.170 2.605  -0.19
H: 3.901 0.385 1.709  0.24
H: -1.456 -2.642 5.105  0.19
C: 1.799 0.032 -4.379  0.23
N: -1.118 0.794 0.589  -0.35
H: -1.489 6.477 -1.993  0.19
C: -1.961 2.933 -3.444  -0.18
N: -1.354 -1.547 1.383  -0.53
H: -1.222 4.482 -0.537  0.22
C: -2.112 4.044 -4.262  -0.22
C: -1.528 -2.827 1.727  0.10
F: 1.676 -0.320 -5.676  -0.32
C: -1.442 -2.328 4.066  -0.22
C: 2.839 0.865 -4.008  0.24
H: -0.176 2.261 3.070  0.20
N: -1.251 2.044 0.034  -0.41
S: -2.915 -1.884 -1.446  -0.11
H: -2.060 6.189 -4.387  0.19
S: 0.037 -3.184 -1.237  -0.16
N: 1.023 -1.094 0.538  -0.30
C: 0.906 -0.409 -3.416  0.37
H: 4.709 -0.746 5.769  0.20
N: -0.890 -6.476 -2.654  -0.40
C: -1.285 -1.010 3.753  -0.27
H: -2.073 1.928 -3.827  0.24
C: 2.524 -0.982 2.621  -0.09
C: -1.627 5.483 -2.402  -0.25
H: -1.746 -4.329 3.231  0.20

# 3
The following is a quantum chemistry calculation of a structure of composition F4InN3O11S4, from the OMol25 dataset.

As for the total charge: 0. The energy relative to the best compared isomer or geometry (same formula, charge and spin) comes out at 1.949 eV. Its HOMO energy is -10.063 eV. The value obtained for the orbital gap is 0.0656 Eh.

Each line ends with the natural charge from an NBO analysis.
Atoms and positions in Å:
S: -7.899 -24.920 -30.719  2.31
S: -10.546 -28.922 -22.326  2.33
N: -8.154 -26.363 -29.838  -0.93
O: -7.719 -25.060 -32.161  -0.81
F: -6.960 -28.116 -29.155  -0.50
S: -9.240 -30.458 -23.368  2.31
F: -8.802 -31.104 -24.784  -0.50
In: -12.051 -28.069 -28.207  1.00
O: -9.977 -31.588 -22.772  -0.80
N: -10.446 -22.685 -25.982  0.70
O: -10.839 -21.508 -26.028  -0.24
O: -11.651 -29.688 -21.691  -0.82
O: -6.225 -27.252 -31.255  -0.80
O: -7.357 -23.772 -30.031  -0.81
S: -6.707 -26.763 -29.961  2.36
N: -10.096 -29.279 -23.911  -0.94
O: -5.864 -25.946 -29.064  -0.77
O: -11.146 -23.640 -26.314  -0.26
F: -11.438 -27.536 -22.670  -0.53
O: -9.559 -28.406 -21.517  -0.83
F: -9.479 -24.588 -30.633  -0.52
O: -9.325 -22.933 -25.675  -0.17
O: -7.901 -30.157 -22.780  -0.79